1.
Entry from the OMol25 dataset: the ion C4H9NOS with charge -1 (wB97M-V/def2-TZVPD).

Cartesian coordinates (Å):
C  -2.4315  -1.2317  -1.4767
N  -1.5143  -0.9116  -0.3369
C  -0.5093  0.2258  -0.4443
C  -0.3461  0.4686  1.1276
S  1.2358  1.4275  1.2693
C  0.9437  -0.2528  -1.0065
O  1.6548  -1.0594  -0.4540
H  -2.5285  -0.3114  -2.1193
H  -2.1007  -2.0604  -2.1787
H  -3.5176  -1.3062  -0.9441
H  -1.0915  -1.7433  0.0342
H  -1.1308  0.9809  -1.1018
H  -1.0556  1.0725  1.6960
H  -0.1981  -0.5601  1.6811
H  2.1276  0.4862  1.3801
H  1.1432  0.1986  -1.9665

Values from the calculation:
Orbital gap (spin up / spin down), eV: 3.31 / 6.96
Net charge: -1
HOMO (spin up / spin down), eV: 0.365 / -3.301
LUMO energy (spin up / spin down), hartree: 0.135 / 0.134
Expectation value of S²: 0.75
2S+1: 2

Here are the natural (NBO) charges for atoms 1 to 5, given in e: atom 1 (C): -0.445, atom 2 (N): -0.697, atom 3 (C): -0.175, atom 4 (C): -0.518, atom 5 (S): -0.141

2.
Entry from the OMol25 dataset: a structure of composition C4H9NOS (wB97M-V/def2-TZVPD).

Cartesian coordinates (Å):
O  1.5149  -1.6046  0.2968
C  2.0158  -0.5708  -0.1761
N  0.1371  1.5421  0.8977
C  -0.9002  0.6216  0.9314
C  -1.0428  -0.2042  -0.2046
S  -4.0771  -0.4907  -0.1750
C  3.0114  -0.3925  -1.1155
H  -0.2513  2.4211  0.5355
H  -1.4914  -1.1761  -0.0631
H  -1.2586  0.2964  1.9138
H  -1.7074  0.9117  0.0053
H  -0.3440  -0.0359  -1.0091
H  -3.9990  -1.0730  1.0368
H  1.7876  0.4024  0.3595
H  3.5554  -1.2005  -1.5855
H  3.0497  0.5529  -1.6479

Values from the calculation:
Orbital gap, eV: 3.13
HOMO, eV: -7.572
LUMO energy, hartree: -0.163

Here are the natural (NBO) charges for atoms 1 to 5, given in e: atom 1 (O): -0.503, atom 2 (C): 0.192, atom 3 (N): -0.668, atom 4 (C): -0.068, atom 5 (C): -0.291

3.
Entry from the OMol25 dataset: a cluster of 2 separate species, C4H9NOS in total (wB97M-V/def2-TZVPD).

Cartesian coordinates (Å):
C  -2.1065  -1.0290  -0.0206
C  0.3142  1.4209  -0.0880
C  2.0777  -0.4659  0.2241
C  0.4916  -0.0464  0.3731
N  -0.0560  -1.0403  -0.4291
O  -4.2584  0.4162  0.0217
S  -2.9784  0.1980  -0.6341
H  -2.1754  -1.9576  0.5002
H  -0.7159  1.6483  -0.2280
H  0.7579  2.0359  0.7129
H  1.0171  1.5564  -0.9893
H  2.4052  -1.3445  0.8876
H  2.7104  0.3979  0.4547
H  2.2994  -0.8449  -0.8830
H  0.2622  -0.1539  1.4913
H  -0.0451  -0.7910  -1.3936

Values from the calculation:
Orbital gap (spin up / spin down), eV: 8.94 / 8.94
HOMO (spin up / spin down), eV: -9.422 / -9.423
LUMO energy (spin up / spin down), hartree: -0.018 / -0.018

Here are the natural (NBO) charges for atoms 1 to 5, given in e: atom 1 (C): -0.458, atom 2 (C): -0.636, atom 3 (C): -0.608, atom 4 (C): -0.075, atom 5 (N): -0.536

4.
Entry from the OMol25 dataset: an isolated molecule of C4H9NOS (wB97M-V/def2-TZVPD).

Cartesian coordinates (Å):
C  -1.4335  2.7518  -0.9754
C  -1.1724  1.4173  -0.3018
O  -1.6147  1.1119  0.8080
N  -0.3710  0.5909  -1.0846
C  0.4024  -0.6198  -0.8123
C  0.5971  -0.7639  0.6992
S  1.5920  -2.2013  0.9721
H  -1.5423  3.6083  -0.2399
H  -2.2901  2.5916  -1.6327
H  -0.6046  3.1897  -1.6675
H  -0.3451  0.7159  -2.0663
H  1.3328  -0.2115  -1.3090
H  0.0207  -1.4123  -1.5541
H  1.0012  0.1823  1.1395
H  -0.1835  -1.1515  1.3853
H  2.2918  -2.0350  -0.1392

Values from the calculation:
Orbital gap, eV: 9.66
HOMO, eV: -9.014
SMILES: CC(=O)NCCS
LUMO energy, hartree: 0.024

Here are the natural (NBO) charges for atoms 1 to 5, given in e: atom 1 (C): -0.720, atom 2 (C): 0.671, atom 3 (O): -0.610, atom 4 (N): -0.637, atom 5 (C): -0.227

5.
Entry from the OMol25 dataset: an isolated molecule of C4H9NOS (wB97M-V/def2-TZVPD).

Cartesian coordinates (Å):
C  1.4349  0.5490  -0.7300
C  0.1945  -0.0168  -0.1216
C  0.1814  0.1149  1.3413
N  -0.2925  -1.2836  -0.5353
C  -1.1189  0.8546  -0.2197
O  -0.9871  2.0153  -0.3695
S  -2.6285  0.0247  -0.2081
H  1.4816  0.3211  -1.9307
H  1.3305  1.6077  -0.5780
H  2.3978  0.2282  -0.3030
H  -0.8116  -0.3826  1.5733
H  0.1085  1.1579  2.0498
H  0.9197  -0.5987  1.8802
H  -0.5894  -1.4263  -1.5334
H  0.6297  -1.9938  -0.6688
H  -2.2504  -1.1716  0.3536

Values from the calculation:
Orbital gap, eV: 10.07
HOMO, eV: -9.404
SMILES: CC(C)(N)C(=O)S
LUMO energy, hartree: 0.024

Here are the natural (NBO) charges for atoms 1 to 5, given in e: atom 1 (C): -0.616, atom 2 (C): -0.048, atom 3 (C): -0.640, atom 4 (N): -0.860, atom 5 (C): 0.417

6.
Entry from the OMol25 dataset: a cluster of 2 separate species, C4H9NOS in total (wB97M-V/def2-TZVPD).

Cartesian coordinates (Å):
C  0.8203  -0.2437  2.5266
C  -1.7383  1.1537  0.1764
C  1.5637  -1.1526  -1.3405
C  -1.5413  0.1061  -0.9466
N  1.4262  0.7948  2.7153
O  0.2706  -1.3125  2.5657
S  -0.1184  0.1321  -1.8875
H  -1.3220  2.2014  -0.1206
H  -2.7685  1.1417  0.4804
H  -1.0408  0.9898  1.0398
H  2.2513  -0.5564  -0.7917
H  2.0796  -1.3729  -2.2880
H  1.0140  -1.8945  -0.8807
H  -1.9258  -0.7917  -0.5431
H  -0.5639  -0.8315  -2.7325
H  1.5934  1.6361  2.0271

Values from the calculation:
Orbital gap, eV: 7.60
HOMO, eV: -7.158
LUMO energy, hartree: 0.016

Here are the natural (NBO) charges for atoms 1 to 5, given in e: atom 1 (C): 0.853, atom 2 (C): -0.630, atom 3 (C): -0.740, atom 4 (C): -0.652, atom 5 (N): -0.781

7.
Entry from the OMol25 dataset: an isolated molecule of C4H9NOS (wB97M-V/def2-TZVPD).

Cartesian coordinates (Å):
C  0.8759  0.0452  2.8772
N  -0.4864  0.0667  2.3387
C  -0.8130  -0.2044  1.0372
O  -1.9109  -0.6283  0.7315
C  0.2225  0.1654  -0.0006
C  -0.2039  -0.2376  -1.3757
S  1.0226  0.3052  -2.5857
H  0.8034  -0.2866  3.9106
H  1.3514  1.0223  2.8027
H  1.5005  -0.6634  2.3380
H  -1.1827  -0.2809  2.9813
H  0.3494  1.2487  0.1067
H  1.2076  -0.2082  0.2905
H  -1.1631  0.2275  -1.5923
H  -0.3425  -1.3155  -1.4029
H  0.1754  0.6256  -3.5508

Values from the calculation:
Orbital gap, eV: 9.88
HOMO, eV: -9.104
SMILES: CNC(=O)CCS
LUMO energy, hartree: 0.028

Here are the natural (NBO) charges for atoms 1 to 5, given in e: atom 1 (C): -0.414, atom 2 (N): -0.621, atom 3 (C): 0.687, atom 4 (O): -0.613, atom 5 (C): -0.524

8.
Entry from the OMol25 dataset: an isolated molecule of C4H9NOS (wB97M-V/def2-TZVPD).

Cartesian coordinates (Å):
C  -0.9795  0.7074  0.9284
C  -0.5135  -0.2044  -0.2012
C  -1.4220  -1.3985  -0.3440
O  0.7814  -0.7748  0.1123
C  1.9322  -0.0871  -0.0775
N  1.8449  1.1565  -0.5852
S  3.3715  -0.8041  0.3159
H  -1.0224  0.1148  1.8471
H  -0.2738  1.5690  1.0821
H  -1.9309  1.1359  0.6832
H  -0.4700  0.3191  -1.1551
H  -2.4044  -1.0406  -0.5802
H  -1.1206  -2.0187  -1.1445
H  -1.5045  -1.9494  0.6301
H  2.7528  1.6283  -0.7047
H  0.9587  1.6465  -0.8066

Values from the calculation:
Orbital gap, eV: 8.92
HOMO, eV: -8.271
SMILES: CC(C)OC(N)=S
LUMO energy, hartree: 0.024

Here are the natural (NBO) charges for atoms 1 to 5, given in e: atom 1 (C): -0.636, atom 2 (C): 0.086, atom 3 (C): -0.609, atom 4 (O): -0.499, atom 5 (C): 0.402

9.
Entry from the OMol25 dataset: a cluster of 2 separate species, C4H9NP in total (wB97M-V/def2-TZVPD).

Cartesian coordinates (Å):
C  1.1206  1.3406  -0.0698
C  0.2548  0.3941  -0.0471
C  2.6865  -0.6900  -0.0858
C  -2.4490  -0.7607  0.0742
N  1.6492  0.1640  0.4672
P  -3.8156  0.1641  0.0321
H  1.6246  2.3062  -0.3815
H  3.1030  -1.3483  0.6230
H  2.0916  -1.2691  -0.7494
H  3.5167  -0.2638  -0.5345
H  -0.8277  0.1176  0.1684
H  -2.3897  -1.8636  -0.1588
H  1.9179  0.2233  1.4128
H  -3.3777  1.4540  -0.2979
H  -5.1053  0.0316  -0.4529

Values from the calculation:
Orbital gap, eV: 8.84
Net charge: +1
HOMO, eV: -12.697
LUMO energy, hartree: -0.142

Here are the natural (NBO) charges for atoms 1 to 5, given in e: atom 1 (C): -0.017, atom 2 (C): 0.009, atom 3 (C): -0.429, atom 4 (C): -0.750, atom 5 (N): -0.377

10.
Entry from the OMol25 dataset: an isolated molecule of C4H9NS (wB97M-V/def2-TZVPD).

Cartesian coordinates (Å):
C  -0.4613  -1.6638  0.2921
N  0.3300  -0.8572  -0.5743
C  1.1224  0.0404  0.2513
C  0.6535  1.2647  -0.5639
S  0.2488  2.7811  0.1186
C  -0.6064  0.3853  -0.8677
H  0.2805  -2.1718  1.2085
H  -0.7970  -2.5556  -0.2382
H  -1.4475  -1.2278  0.9453
H  2.0549  -0.3659  0.3429
H  0.4296  0.0180  1.1476
H  1.3887  1.3117  -1.3658
H  -0.5960  2.3687  1.1376
H  -1.3712  0.4310  -0.0378
H  -1.2291  0.2411  -1.7961

Values from the calculation:
Orbital gap, eV: 9.98
HOMO, eV: -9.100
SMILES: CN1CC(S)C1
LUMO energy, hartree: 0.032

Here are the natural (NBO) charges for atoms 1 to 5, given in e: atom 1 (C): -0.436, atom 2 (N): -0.421, atom 3 (C): -0.225, atom 4 (C): -0.424, atom 5 (S): 0.029

11.
Entry from the OMol25 dataset: an isolated molecule of C4H9NS (wB97M-V/def2-TZVPD).

Cartesian coordinates (Å):
C  -2.1769  -0.0975  0.2333
C  -0.8216  0.0178  -0.5007
N  -0.1738  1.2526  -0.3648
C  0.4425  0.0054  0.3121
C  1.6228  -0.5420  -0.3418
S  3.1664  0.3335  -0.0282
H  -2.7615  0.4746  -0.3796
H  -2.1238  0.4170  1.1794
H  -2.4010  -1.1747  0.2667
H  -0.7390  -0.3874  -1.4810
H  -0.7988  1.8872  0.1141
H  0.4261  -0.0271  1.3584
H  1.7090  -1.6397  -0.2194
H  1.4796  -0.4754  -1.4141
H  3.1500  -0.0444  1.2656

Values from the calculation:
Orbital gap, eV: 9.92
HOMO, eV: -8.910
SMILES: C[C@H]1N[C@@H]1CS
LUMO energy, hartree: 0.037

Here are the natural (NBO) charges for atoms 1 to 5, given in e: atom 1 (C): -0.620, atom 2 (C): -0.049, atom 3 (N): -0.611, atom 4 (C): -0.101, atom 5 (C): -0.540

12.
Entry from the OMol25 dataset: a structure of composition C4H9NS (wB97M-V/def2-TZVPD).

Cartesian coordinates (Å):
C  -0.6829  1.7398  -0.0838
C  -0.0478  0.2733  0.0033
C  -0.9692  -0.8988  -0.4911
C  0.8479  -0.2806  1.1896
H  0.3598  2.6724  -0.4196
H  -1.4101  1.7660  0.9979
H  -1.8150  1.8274  -1.0697
H  -0.9002  -0.9884  -1.6674
H  -0.2736  -1.6846  0.0234
H  -2.8799  -1.6833  0.0977
H  -1.8456  0.1969  1.2728
H  1.2006  0.6021  1.5963
H  0.8876  -1.3245  1.6107
N  -2.2564  -0.4982  0.0446
S  1.7240  -0.1812  -0.4039

Values from the calculation:
Orbital gap, eV: 8.87
HOMO, eV: -8.789
LUMO energy, hartree: 0.003

Here are the natural (NBO) charges for atoms 1 to 5, given in e: atom 1 (C): -0.679, atom 2 (C): -0.137, atom 3 (C): -0.287, atom 4 (C): -0.540, atom 5 (H): 0.281

13.
Entry from the OMol25 dataset: a cluster of 3 separate species, C4H9NS in total (wB97M-V/def2-TZVPD).

Cartesian coordinates (Å):
C  1.1549  -0.6019  -1.1415
C  1.2458  0.8438  -0.9181
C  -0.1165  0.2124  -0.9320
C  -0.3783  0.0804  2.3345
N  -1.3211  0.3669  -0.9416
S  -2.5682  -0.8809  -2.5825
H  1.2666  -0.8262  -2.2609
H  1.5248  -1.2955  -0.4752
H  1.5545  1.2797  0.0236
H  1.4838  1.3156  -1.8339
H  -1.4440  0.1965  2.5102
H  0.1968  0.5406  3.1905
H  0.1116  -0.0880  1.4593
H  -1.6186  1.4416  -0.8985
H  -3.5402  -1.3892  -1.7779

Values from the calculation:
Orbital gap (spin up / spin down), eV: 7.84 / 7.84
HOMO (spin up / spin down), eV: -8.516 / -7.965
LUMO energy (spin up / spin down), hartree: -0.025 / -0.005

Here are the natural (NBO) charges for atoms 1 to 5, given in e: atom 1 (C): -0.450, atom 2 (C): -0.499, atom 3 (C): 0.338, atom 4 (C): -0.476, atom 5 (N): -0.562

14.
Entry from the OMol25 dataset: an isolated molecule of C4H9NS (wB97M-V/def2-TZVPD).

Cartesian coordinates (Å):
C  -0.9504  -1.6520  -1.6908
S  -0.1443  -0.0571  -1.4737
C  -0.3473  0.1709  0.2755
C  0.4446  -0.6696  1.2572
C  0.7824  0.7737  1.0554
N  0.4301  1.6728  2.1128
H  -0.4912  -2.3806  -1.0424
H  -2.0095  -1.6325  -1.4300
H  -0.8220  -1.9278  -2.7126
H  -1.3047  0.5164  0.5776
H  -0.0337  -0.9773  2.1729
H  1.1556  -1.3688  0.8175
H  1.7167  0.9423  0.4433
H  0.3824  2.6059  1.7516
H  1.1287  1.6882  2.8274

Values from the calculation:
Orbital gap, eV: 9.49
HOMO, eV: -8.428
SMILES: CS[C@H]1C[C@@H]1N
LUMO energy, hartree: 0.039

Here are the natural (NBO) charges for atoms 1 to 5, given in e: atom 1 (C): -0.740, atom 2 (S): 0.217, atom 3 (C): -0.395, atom 4 (C): -0.431, atom 5 (C): -0.059

15.
Entry from the OMol25 dataset: an isolated molecule of C4H9NS (wB97M-V/def2-TZVPD).

Cartesian coordinates (Å):
C  0.5376  0.9650  -1.7935
N  0.3612  1.0541  -0.4089
C  1.3011  0.0833  0.2247
C  -0.1855  -0.1799  0.1283
C  -1.0754  -0.1538  1.3818
S  -1.0415  -1.6731  2.2611
H  1.4858  1.4175  -2.2249
H  0.6754  -0.1756  -2.0903
H  -0.2640  1.4167  -2.3002
H  1.9214  -0.6232  -0.3088
H  1.6452  0.4540  1.2458
H  -0.4041  -0.8443  -0.6105
H  -2.0133  -0.0046  0.9027
H  -0.9822  0.6640  2.0807
H  -1.9616  -2.4002  1.5118

Values from the calculation:
Orbital gap, eV: 10.01
HOMO, eV: -9.144
SMILES: CN1C[C@H]1CS
LUMO energy, hartree: 0.032

Here are the natural (NBO) charges for atoms 1 to 5, given in e: atom 1 (C): -0.400, atom 2 (N): -0.394, atom 3 (C): -0.289, atom 4 (C): -0.075, atom 5 (C): -0.565

What are the E values for these records? In order: -685.87921 -685.60193 -685.80702 -685.95077 -685.90105 -685.84261 -685.99952 -685.99167 -553.38204 -610.61817 -610.68185 -610.41219 -610.50910 -610.71355 -610.66471 hartree.
What are the energy above the lowest of the compared OMol25 structures with the same formula, charge and spin values for these records? In order: 58.54 261.68 132.99 42.78 73.98 110.66 12.19 17.12 167.65 85.04 45.08 214.30 153.48 25.19 55.84 kcal per mole.